1.
Formula: CH2NP3
Source: the Open Molecules 2025 dataset
Level of theory: the ωB97M-V functional and the def2-TZVPD basis

```
7
Properties=species:S:1:pos:R:3:forces:R:3
C -0.627256 -0.780368 1.520704 0.06 -1.24 -1.92
N 0.339769 1.982806 0.105911 -0.55 0.78 2.57
P -0.445543 -1.860552 0.357126 -0.40 0.73 1.55
P 0.150175 -1.141133 -1.453078 0.23 0.35 -1.29
P 0.288889 0.950345 -0.943844 0.44 -1.61 -1.34
H -0.540307 -0.561326 2.528063 0.06 0.86 1.60
H 0.834272 1.410227 -2.114882 0.16 0.13 -1.18
```
Positions in Å, forces in eV/Å.

Strongest force on any atom, eV Å⁻¹: 2.7
Charge: 0
M, g mol⁻¹: 121.0
Electronic energy, hartree: -1117.8837
Kohn-Sham gap (alpha / beta), eV: 6.42 / 6.42
SMILES: C#P=P[PH]#N
Relative energy (zero: lowest compared OMol25 entry of this formula, charge and spin), kcal/mol: 121.7

---

2.
Formula: CH2O
Source: the Open Molecules 2025 dataset
Level of theory: the ωB97M-V functional and the def2-TZVPD basis

```
4
Properties=species:S:1:pos:R:3:forces:R:3
C -0.009311 0.007757 -0.046784 4.95 -3.32 0.85
H -0.709274 -0.842718 0.029887 0.76 -0.66 -0.38
H -0.522087 0.856018 0.031726 -1.88 4.29 -0.07
O 1.240673 -0.021058 -0.014829 -3.83 -0.31 -0.41
```
Positions in Å, forces in eV/Å.

Strongest force on any atom, eV Å⁻¹: 6.0
Charge: 0
M, g mol⁻¹: 30.0
Electronic energy, hartree: -114.4928
Kohn-Sham gap, eV: 10.92
SMILES: C=O
Relative energy (zero: lowest compared OMol25 entry of this formula, charge and spin), kcal/mol: 9.7

---

3.
Formula: CH2O2
Source: the Open Molecules 2025 dataset
Level of theory: the ωB97M-V functional and the def2-TZVPD basis

```
5
Properties=species:S:1:pos:R:3:forces:R:3
C -0.016926 0.149557 0.165710 4.59 1.48 -0.42
O 0.144046 -1.007432 -0.573388 1.20 -1.68 0.29
O -0.855020 -0.056686 -0.875421 -1.90 1.61 -0.47
H -0.213461 0.049492 1.193649 -1.48 -0.35 1.10
H 0.941361 0.865070 0.089450 -2.40 -1.06 -0.50
```
Positions in Å, forces in eV/Å.

Strongest force on any atom, eV Å⁻¹: 4.8
Charge: 0
M, g mol⁻¹: 46.0
Electronic energy, hartree: -189.6257
Kohn-Sham gap, eV: 11.51
SMILES: C1OO1
Relative energy (zero: lowest compared OMol25 entry of this formula, charge and spin), kcal/mol: 102.3

---

4.
Formula: CH2O2S
Source: the Open Molecules 2025 dataset
Level of theory: the ωB97M-V functional and the def2-TZVPD basis

```
6
Properties=species:S:1:pos:R:3:forces:R:3
C 0.159560 0.295032 0.309607 -0.85 2.45 2.95
H 1.426238 -0.948822 -0.172154 0.56 -0.21 -0.44
H -2.016341 0.088426 -0.617532 -1.33 0.87 0.82
O 1.420645 -0.028790 0.109983 1.26 -0.95 -0.20
O -0.115228 1.040458 1.228537 -0.39 -0.75 -1.55
S -0.874873 -0.446305 -0.858441 0.75 -1.42 -1.58
```
Positions in Å, forces in eV/Å.

Strongest force on any atom, eV Å⁻¹: 3.9
Charge: 0
M, g mol⁻¹: 78.1
Electronic energy, hartree: -587.9672
Kohn-Sham gap, eV: 11.03
SMILES: O=C(O)S
Relative energy (zero: lowest compared OMol25 entry of this formula, charge and spin), kcal/mol: 12.3

---

5.
Formula: CH2O2S
Source: the Open Molecules 2025 dataset
Level of theory: the ωB97M-V functional and the def2-TZVPD basis

```
6
Properties=species:S:1:pos:R:3:forces:R:3
C 0.070612 0.424467 -0.167788 1.47 4.40 0.84
H -0.047166 -0.832042 1.727220 -1.08 2.68 0.13
H -0.084615 -0.620461 -1.674877 1.01 -1.04 4.83
O 0.014941 -0.768704 -0.505560 -2.04 -5.23 -6.06
O 0.537823 1.206219 -0.970116 -0.96 1.62 1.24
S -0.491594 0.590521 1.591122 1.60 -2.43 -0.98
```
Positions in Å, forces in eV/Å.

Strongest force on any atom, eV Å⁻¹: 8.3
Charge: 0
M, g mol⁻¹: 78.1
Electronic energy, hartree: -587.9205
Kohn-Sham gap, eV: 10.35
SMILES: O=C(O)S
Relative energy (zero: lowest compared OMol25 entry of this formula, charge and spin), kcal/mol: 41.6

---

6.
Formula: CH2O2S
Source: the Open Molecules 2025 dataset
Level of theory: the ωB97M-V functional and the def2-TZVPD basis

```
6
Properties=species:S:1:pos:R:3:forces:R:3
C -0.516754 -0.145244 -0.009025 2.73 2.01 0.59
H 1.583570 0.997447 0.542614 -0.52 0.73 0.17
H -1.832399 1.033296 -0.087843 1.27 0.94 0.26
O -0.829514 1.127822 -0.022513 -2.89 1.44 -0.37
O -1.333502 -0.976010 0.043485 -0.93 -2.82 -0.24
S 1.290843 -0.148361 -0.035525 0.34 -2.30 -0.40
```
Positions in Å, forces in eV/Å.

Strongest force on any atom, eV Å⁻¹: 3.4
Charge: 0
M, g mol⁻¹: 78.1
Electronic energy, hartree: -587.9677
Kohn-Sham gap, eV: 10.73
SMILES: O=C(O)S
Relative energy (zero: lowest compared OMol25 entry of this formula, charge and spin), kcal/mol: 12.0

---

7.
Formula: CH2O2S
Source: the Open Molecules 2025 dataset
Level of theory: the ωB97M-V functional and the def2-TZVPD basis

```
6
Properties=species:S:1:pos:R:3:forces:R:3
C 0.037321 -0.000257 -0.032397 1.93 -0.16 0.30
H -0.279046 -1.839490 0.102052 0.70 -0.57 -0.06
H -0.030735 1.810470 -0.015932 -0.42 -0.10 0.00
O -0.749266 -1.025704 -0.031568 -1.51 -0.49 -0.02
O -0.680478 1.081478 -0.005704 -0.06 1.40 -0.16
S 1.702206 -0.026499 -0.016452 -0.63 -0.07 -0.05
```
Positions in Å, forces in eV/Å.

Strongest force on any atom, eV Å⁻¹: 2.0
Charge: 0
M, g mol⁻¹: 78.1
Electronic energy, hartree: -587.9757
Kohn-Sham gap, eV: 9.76
SMILES: OC(O)=S
Relative energy (zero: lowest compared OMol25 entry of this formula, charge and spin), kcal/mol: 7.0

---

8.
Formula: CH2O2S2
Source: the Open Molecules 2025 dataset
Level of theory: the ωB97M-V functional and the def2-TZVPD basis

```
7
Properties=species:S:1:pos:R:3:forces:R:3
C 0.413144 0.335914 0.266616 -0.48 -0.99 -0.72
O -2.208304 1.335951 0.201226 0.86 0.77 -0.12
O -1.716790 -0.994827 -0.199313 -0.05 -1.02 -0.47
S 1.177876 -1.213904 0.034365 0.67 -0.18 0.24
S -1.254069 0.360899 -0.262999 0.35 -0.32 0.90
H 1.011292 1.182647 0.068831 0.38 1.13 0.12
H 2.576849 -1.006681 -0.108725 -1.73 0.61 0.06
```
Positions in Å, forces in eV/Å.

Strongest force on any atom, eV Å⁻¹: 1.8
Charge: 0
M, g mol⁻¹: 110.2
Electronic energy, hartree: -986.0432
Kohn-Sham gap (alpha / beta), eV: 7.46 / 7.49
SMILES: O=S(=O)=CS
Relative energy (zero: lowest compared OMol25 entry of this formula, charge and spin), kcal/mol: 56.5

---

9.
Formula: CH2O2S2
Source: the Open Molecules 2025 dataset
Level of theory: the ωB97M-V functional and the def2-TZVPD basis

```
7
Properties=species:S:1:pos:R:3:forces:R:3
C 0.496854 0.594232 0.144567 -1.61 -0.62 -0.56
O -1.773627 -0.726979 0.097854 -0.41 -1.62 -0.96
O -0.537973 -1.420022 0.071705 0.16 2.08 0.24
S -0.681137 1.555180 -0.017913 0.48 -0.09 0.18
S 1.957146 -0.094539 0.225691 1.96 1.62 0.09
H -2.201495 -1.074200 -0.728458 0.51 0.62 0.92
H 2.740232 1.166330 0.206555 -1.09 -1.99 0.09
```
Positions in Å, forces in eV/Å.

Strongest force on any atom, eV Å⁻¹: 2.5
Charge: 0
M, g mol⁻¹: 110.2
Electronic energy, hartree: -985.9401
Kohn-Sham gap (alpha / beta), eV: 7.86 / 7.87
Relative energy (zero: lowest compared OMol25 entry of this formula, charge and spin), kcal/mol: 121.2

---

10.
Formula: CH2O2S3
Source: the Open Molecules 2025 dataset
Level of theory: the ωB97M-V functional and the def2-TZVPD basis

```
8
Properties=species:S:1:pos:R:3:forces:R:3
C -0.484423 -0.188477 0.059872 -3.80 2.86 -3.84
O 1.978188 0.827790 0.351169 1.66 0.01 1.52
O 0.689985 1.738943 -1.520940 -0.46 0.37 -0.07
S 0.379381 -1.210015 -1.257062 0.51 0.89 0.71
S -0.609908 -0.534256 1.716693 -0.34 -1.43 2.00
S 0.901821 0.736647 -0.535472 -1.68 -1.93 -1.74
H -1.622236 0.415920 -0.514300 3.55 -1.95 1.79
H -1.232808 -1.786552 1.700040 0.56 1.17 -0.38
```
Positions in Å, forces in eV/Å.

Strongest force on any atom, eV Å⁻¹: 6.1
Charge: 0
M, g mol⁻¹: 142.2
Electronic energy, hartree: -1384.2277
Kohn-Sham gap, eV: 9.50
Relative energy (zero: lowest compared OMol25 entry of this formula, charge and spin), kcal/mol: 56.6

---

11.
Formula: CH2O2S3
Source: the Open Molecules 2025 dataset
Level of theory: the ωB97M-V functional and the def2-TZVPD basis

```
8
Properties=species:S:1:pos:R:3:forces:R:3
C -2.988154 0.166397 0.223379 -1.09 -0.19 -1.18
O 0.340308 -2.065935 0.022888 1.44 0.04 -0.18
O -1.127543 1.843098 0.153019 2.88 0.64 0.62
S -4.470891 0.547244 -0.075383 0.54 -0.36 0.72
S -1.212968 -2.414455 0.038327 -2.79 -0.57 -0.54
S -1.424085 0.090187 0.063378 1.19 1.39 0.78
H 0.612332 -2.420648 0.861763 0.99 0.10 0.64
H -0.133960 2.066825 0.439506 -3.16 -1.05 -0.85
```
Positions in Å, forces in eV/Å.

Strongest force on any atom, eV Å⁻¹: 3.4
Charge: 0
M, g mol⁻¹: 142.2
Electronic energy, hartree: -1384.1801
Kohn-Sham gap (alpha / beta), eV: 5.84 / 7.24
Relative energy (zero: lowest compared OMol25 entry of this formula, charge and spin), kcal/mol: 86.4

---

12.
Formula: CH2O2S3
Source: the Open Molecules 2025 dataset
Level of theory: the ωB97M-V functional and the def2-TZVPD basis

```
8
Properties=species:S:1:pos:R:3:forces:R:3
C -0.022276 0.176461 2.207516 1.05 -0.46 2.41
O 0.553475 -0.330294 -1.763612 0.10 -0.14 0.90
O 0.076324 0.048064 -4.089891 -0.26 0.22 -0.95
S 1.263029 1.095720 1.848925 -0.33 -0.20 -0.07
S -1.401717 -0.225951 1.363908 -2.00 -1.93 2.20
S 0.704841 -0.759716 -3.108861 0.12 -0.08 0.07
H -0.119022 -0.344083 3.211340 0.45 0.72 -0.92
H -1.054655 0.339799 0.330676 0.88 1.87 -3.64
```
Positions in Å, forces in eV/Å.

Strongest force on any atom, eV Å⁻¹: 4.2
Charge: 0
M, g mol⁻¹: 142.2
Electronic energy, hartree: -1384.2967
Kohn-Sham gap, eV: 7.52
Relative energy (zero: lowest compared OMol25 entry of this formula, charge and spin), kcal/mol: 13.2